(1)
{
  "formula": "F2HOPS",
  "method": "ωB97M-V with the def2-TZVPD basis set",
  "orbital_gap_ev": 10.91,
  "charge": 0,
  "molar_mass_da": 118.04,
  "lumo_energy_ev": -0.15,
  "energy_ev": -27624.634,
  "de_lowest_ev": 1.595,
  "species": ["O", "P", "F", "F", "S", "H"],
  "xyz": [[1.3300, 0.2148, 0.3680], [-0.2292, 0.3731, 0.0083], [-0.9026, -0.8566, 0.7571], [-0.1251, -0.8682, -1.4007], [-1.3093, 1.9080, -0.0066], [1.2363, -0.7710, 0.2739]],
  "atomic_forces_ev_per_a": [[-2.302, -0.636, -0.229], [-0.626, -3.798, -2.462], [0.485, 1.096, 0.567], [-0.047, 3.323, 2.221], [0.854, -0.245, -0.265], [1.636, 0.260, 0.167]],
  "nbo_charge": [-0.906, 1.929, -0.552, -0.608, -0.377, 0.514]
}

=====

(2)
{
  "formula": "C26H29N4PtS3",
  "method": "ωB97M-V with the def2-TZVPD basis set",
  "orbital_gap_ev": [5.34, 6.25],
  "charge": 1,
  "molar_mass_da": 688.83,
  "lumo_energy_ev": [-2.46, -4.49],
  "energy_ev": -69136.010,
  "multiplicity": 3,
  "de_lowest_ev": 1.379,
  "species": ["Pt", "N", "C", "C", "N", "C", "C", "N", "C", "C", "N", "H", "H", "H", "H", "H", "H", "C", "C", "S", "C", "C", "S", "C", "C", "S", "H", "H", "H", "H", "H", "H", "H", "H", "H", "H", "H", "H", "C", "C", "C", "C", "C", "C", "C", "C", "C", "C", "C", "C", "C", "C", "H", "H", "H", "H", "H", "H", "H", "H", "H", "H", "H"],
  "xyz": [[-0.0461, 0.7387, 0.1250], [3.7346, 2.5051, 0.8211], [3.6003, 2.6935, -0.5658], [2.4952, 1.9995, -0.9665], [1.9277, 1.4510, 0.1881], [2.7231, 1.6806, 1.2543], [2.5449, 1.2930, 2.6656], [1.8905, 0.2465, 3.1332], [1.9673, 0.2816, 4.4437], [2.5784, 1.4298, 4.8353], [2.9607, 2.0790, 3.7140], [4.6635, 2.6233, 1.2327], [4.1980, 3.3853, -1.1708], [2.0718, 1.8247, -1.9629], [1.5515, -0.5663, 4.9971], [2.6227, 1.9058, 5.7471], [3.3093, 3.0648, 3.6644], [-3.3687, 2.0536, -2.2174], [-3.7832, 1.2184, -1.0015], [-2.4760, 0.3753, 0.0386], [-2.8871, 1.2842, 1.5791], [-2.4293, 2.7516, 1.6772], [-0.6934, 2.8459, 1.2531], [-0.8775, 4.2124, -0.0020], [-1.4277, 3.8988, -1.3890], [-3.1902, 3.8104, -1.7425], [-4.1868, 1.9962, -2.9374], [-2.4056, 1.7092, -2.5803], [-4.5926, 0.5098, -1.2420], [-4.1784, 1.9939, -0.2916], [-2.3762, 0.6626, 2.3946], [-3.9828, 1.1253, 1.7641], [-2.6133, 3.2147, 2.6959], [-2.9581, 3.4722, 1.0618], [0.1414, 4.5751, -0.1341], [-1.4950, 5.0606, 0.4579], [-0.9322, 2.9515, -1.6986], [-0.9953, 4.7182, -2.0232], [-1.1793, -6.0489, 1.0084], [-1.4434, -5.3686, -0.1622], [-0.9183, -4.0699, -0.4414], [-0.0913, -3.4278, 0.4685], [0.1910, -4.1400, 1.6584], [-0.2555, -5.4218, 1.8799], [0.3766, -2.0145, 0.4735], [0.3590, -1.1619, -0.6252], [0.7753, -1.6279, -1.9586], [1.7614, -2.6261, -2.0652], [2.3098, -2.8471, -3.3479], [1.6180, -2.4871, -4.4969], [0.5054, -1.6096, -4.4053], [0.1339, -1.2135, -3.1517], [-1.7691, -6.9109, 1.3456], [-1.9981, -5.8428, -0.9238], [-1.3039, -3.6099, -1.3295], [0.7852, -3.5503, 2.3653], [0.0667, -5.9447, 2.7982], [0.5684, -1.6567, 1.5251], [2.2725, -3.1653, -1.2046], [3.2234, -3.4148, -3.5393], [1.8166, -2.9665, -5.4249], [-0.0890, -1.2570, -5.2788], [-0.8010, -0.6919, -2.9860]],
  "atomic_forces_ev_per_a": [[-2.228, -0.536, -0.727], [0.661, -0.034, -0.952], [-0.296, 0.107, -0.197], [0.303, 0.126, 1.477], [1.718, -0.258, 0.775], [-0.335, 0.716, -1.803], [-0.631, 0.448, -0.431], [0.705, -0.460, -3.264], [-0.700, -0.755, 1.711], [-0.079, -0.062, -0.171], [0.384, 1.180, -1.039], [-0.752, -0.031, 0.188], [0.069, -0.584, 0.659], [0.158, 0.262, 0.712], [0.220, 0.762, 0.164], [0.445, 0.636, 1.883], [-0.475, -1.603, 0.074], [0.061, -0.081, 1.032], [-0.713, 0.951, 1.021], [-0.851, 0.666, -0.114], [-0.217, -1.197, 1.530], [-0.758, -0.064, 1.216], [0.175, 1.341, -0.477], [-0.699, 0.837, 0.903], [1.683, -0.091, -0.689], [0.056, -0.112, -0.208], [0.425, 0.073, -0.251], [-0.098, -0.010, -0.627], [0.529, 0.031, 0.137], [-0.092, -1.092, -0.562], [-0.536, 0.940, -1.048], [0.929, 0.403, -0.232], [0.443, -1.085, -0.762], [-0.205, -0.476, -0.598], [0.004, 0.076, 0.036], [0.990, -1.207, -0.267], [-0.425, 0.533, -0.118], [-0.492, -0.724, 0.319], [0.538, 1.088, 0.748], [0.970, 1.233, -0.115], [-0.674, -1.487, 0.060], [-0.195, 0.653, 1.022], [0.507, 0.528, -0.270], [-0.228, -0.681, 1.030], [-0.975, -1.133, 0.346], [1.630, -0.074, 0.054], [-1.055, -0.906, 0.890], [2.182, 0.106, -0.196], [-0.497, -0.835, -0.118], [-1.137, 1.151, 0.534], [0.203, -0.582, -0.432], [-0.534, 0.621, 0.947], [0.696, 0.077, -0.502], [-0.958, -0.259, -0.629], [0.244, 0.365, -0.400], [-0.065, -0.802, 0.125], [-0.374, 0.399, -0.495], [0.195, -0.072, -1.291], [-0.897, 1.174, -0.950], [-0.389, -0.214, 0.603], [0.672, 0.081, -0.711], [0.627, -0.620, 0.693], [0.139, 0.562, -0.245]],
  "mulliken_spin": [0.580, 0.001, 0.007, 0.000, 0.061, -0.005, -0.003, -0.003, -0.001, -0.001, -0.001, 0.002, 0.001, 0.001, 0.000, 0.000, 0.000, 0.001, 0.044, 0.150, 0.000, 0.011, 0.071, -0.005, 0.008, 0.001, 0.000, 0.002, 0.003, 0.002, -0.003, -0.005, -0.001, 0.001, 0.000, 0.001, -0.004, 0.000, 0.097, -0.050, 0.094, 0.068, 0.072, -0.042, 0.163, 0.319, 0.079, 0.128, -0.058, 0.114, -0.048, 0.066, 0.004, -0.001, 0.005, 0.003, -0.001, 0.050, 0.005, 0.000, 0.009, -0.002, 0.012]
}

=====

(3)
{
  "formula": "C28H43N3",
  "method": "ωB97M-V with the def2-TZVPD basis set",
  "orbital_gap_ev": 8.95,
  "charge": 0,
  "molar_mass_da": 421.67,
  "lumo_energy_ev": 0.82,
  "energy_ev": -34204.836,
  "de_lowest_ev": 0.268,
  "species": ["C", "N", "C", "C", "C", "C", "C", "C", "C", "C", "C", "N", "C", "C", "C", "C", "C", "C", "C", "C", "C", "N", "C", "C", "C", "C", "C", "C", "C", "C", "C", "H", "H", "H", "H", "H", "H", "H", "H", "H", "H", "H", "H", "H", "H", "H", "H", "H", "H", "H", "H", "H", "H", "H", "H", "H", "H", "H", "H", "H", "H", "H", "H", "H", "H", "H", "H", "H", "H", "H", "H", "H", "H", "H"],
  "xyz": [[-3.9492, -3.6883, 0.5142], [-3.2924, -2.4501, 0.1593], [-3.9605, -1.2851, 0.7018], [-3.3385, 0.0064, 0.1631], [-4.0435, 1.2420, 0.7853], [-5.4864, 1.3136, 0.3924], [-6.4938, 0.9558, 1.2801], [-7.8221, 0.9915, 0.8947], [-8.1637, 1.3845, -0.3879], [-7.1686, 1.7459, -1.2805], [-5.8421, 1.7113, -0.8920], [-1.9165, -0.0367, 0.3900], [-1.1034, 0.9613, -0.2611], [0.3788, 0.5414, -0.2079], [0.5703, -0.7946, -0.9329], [1.9194, -1.4373, -0.6004], [1.8812, -2.1529, 0.7501], [3.2419, -2.7564, 1.0840], [3.6710, -3.7379, -0.0015], [3.7004, -3.0455, -1.3598], [2.3398, -2.4341, -1.6813], [1.2747, 1.5302, -0.7812], [1.6735, 2.6044, 0.1044], [2.5505, 3.6188, -0.6259], [3.7887, 2.9771, -1.2598], [4.6612, 2.2589, -0.2686], [5.1714, 2.9114, 0.8476], [5.9732, 2.2418, 1.7543], [6.2878, 0.9085, 1.5539], [5.7995, 0.2531, 0.4373], [4.9913, 0.9242, -0.4634], [-5.0065, -3.7314, 0.2055], [-3.4158, -4.5184, 0.0549], [-3.9087, -3.8068, 1.5977], [-3.2335, -2.3648, -0.8508], [-3.8448, -1.3199, 1.7909], [-5.0432, -1.2771, 0.4780], [-3.4876, 0.0381, -0.9246], [-3.9466, 1.1905, 1.8722], [-3.5256, 2.1378, 0.4346], [-6.2341, 0.6474, 2.2831], [-8.5932, 0.7114, 1.5977], [-9.2002, 1.4118, -0.6899], [-7.4281, 2.0578, -2.2820], [-5.0696, 2.0004, -1.5910], [-1.7073, -0.0911, 1.3797], [-1.4179, 1.0186, -1.3091], [-1.2076, 1.9712, 0.1780], [0.6602, 0.4175, 0.8429], [0.5122, -0.6069, -2.0073], [-0.2488, -1.4580, -0.6537], [2.6643, -0.6373, -0.5529], [1.1280, -2.9438, 0.7155], [1.5917, -1.4539, 1.5365], [3.1965, -3.2669, 2.0490], [3.9791, -1.9542, 1.1639], [4.6572, -4.1470, 0.2310], [2.9638, -4.5701, -0.0356], [3.9805, -3.7612, -2.1368], [4.4552, -2.2561, -1.3453], [1.5910, -3.2271, -1.7503], [2.3842, -1.9316, -2.6505], [0.8683, 1.9083, -1.6322], [2.2445, 2.1546, 0.9234], [0.8148, 3.1415, 0.5488], [2.8484, 4.3917, 0.0845], [1.9650, 4.1007, -1.4136], [4.3732, 3.7621, -1.7498], [3.4619, 2.2689, -2.0216], [4.9443, 3.9556, 1.0092], [6.3581, 2.7634, 2.6191], [6.9150, 0.3858, 2.2613], [6.0532, -0.7837, 0.2668], [4.6149, 0.4092, -1.3356]],
  "atomic_forces_ev_per_a": [[-0.103, 0.021, -0.058], [0.007, -0.004, -0.233], [-0.007, 0.083, -0.332], [-0.197, -0.051, 0.413], [0.187, -0.263, -0.362], [-0.086, 0.135, 0.081], [0.037, 0.047, -0.027], [-0.105, -0.031, 0.037], [-0.102, -0.005, -0.020], [-0.056, 0.008, -0.103], [0.037, -0.022, 0.059], [0.080, 0.099, 0.105], [0.301, 0.197, 0.293], [-0.373, -0.296, -0.395], [0.297, 0.103, 0.397], [-0.453, -0.206, -0.169], [0.299, 0.244, -0.007], [-0.205, -0.249, 0.045], [0.238, 0.230, 0.027], [-0.224, -0.309, -0.056], [0.328, 0.275, 0.100], [0.028, 0.136, -0.157], [-0.084, 0.293, 0.081], [-0.016, -0.318, 0.075], [-0.084, 0.201, -0.009], [0.033, -0.046, -0.131], [-0.023, 0.000, 0.002], [0.036, 0.067, 0.094], [0.063, -0.082, 0.064], [0.075, -0.097, 0.036], [-0.010, 0.037, -0.011], [0.022, -0.045, 0.055], [-0.028, -0.099, 0.045], [-0.024, -0.099, 0.032], [0.059, 0.000, 0.103], [-0.075, 0.099, 0.077], [0.153, -0.012, 0.126], [-0.052, 0.003, 0.022], [0.054, 0.025, 0.027], [0.018, 0.013, 0.091], [0.043, -0.030, 0.100], [-0.060, -0.019, 0.051], [-0.078, 0.006, -0.021], [-0.020, 0.028, -0.072], [0.094, 0.042, -0.077], [0.002, -0.061, 0.029], [0.037, 0.031, -0.038], [0.016, -0.066, -0.174], [0.004, 0.012, 0.043], [-0.064, 0.057, -0.138], [-0.020, -0.105, -0.086], [0.065, -0.003, -0.011], [-0.116, -0.044, 0.012], [-0.103, 0.006, 0.078], [0.061, 0.053, 0.046], [0.060, 0.038, 0.054], [-0.022, -0.088, 0.008], [-0.015, -0.094, 0.006], [0.084, 0.049, -0.026], [0.095, 0.060, -0.038], [-0.104, -0.062, -0.054], [-0.090, 0.007, -0.059], [0.013, -0.017, 0.004], [-0.043, 0.067, 0.029], [0.138, -0.094, 0.019], [-0.038, 0.078, -0.028], [-0.022, 0.101, 0.020], [-0.021, -0.052, -0.068], [0.090, 0.036, -0.046], [-0.040, 0.117, 0.020], [0.030, 0.039, 0.058], [0.047, -0.039, 0.049], [0.004, -0.086, -0.018], [-0.071, -0.047, -0.090]],
  "nbo_charge": [-0.406, -0.609, -0.223, -0.027, -0.432, -0.038, -0.211, -0.205, -0.223, -0.222, -0.166, -0.630, -0.215, -0.030, -0.398, -0.221, -0.399, -0.396, -0.396, -0.395, -0.383, -0.645, -0.212, -0.390, -0.424, -0.036, -0.216, -0.206, -0.228, -0.217, -0.158, 0.158, 0.200, 0.188, 0.349, 0.178, 0.177, 0.182, 0.205, 0.216, 0.208, 0.212, 0.213, 0.211, 0.198, 0.356, 0.180, 0.161, 0.183, 0.191, 0.231, 0.207, 0.195, 0.199, 0.203, 0.197, 0.203, 0.191, 0.203, 0.187, 0.191, 0.200, 0.349, 0.195, 0.162, 0.205, 0.199, 0.214, 0.219, 0.205, 0.210, 0.212, 0.210, 0.203]
}

=====

(4)
{
  "formula": "C12H14I2N2Zn",
  "method": "ωB97M-V with the def2-TZVPD basis set",
  "orbital_gap_ev": 7.15,
  "charge": 0,
  "molar_mass_da": 505.46,
  "lumo_energy_ev": -1.07,
  "energy_ev": -80273.998,
  "de_lowest_ev": 0.000,
  "species": ["C", "C", "H", "H", "H", "H", "H", "H", "C", "C", "C", "C", "H", "H", "H", "H", "N", "C", "C", "N", "C", "C", "C", "H", "H", "C", "H", "H", "Zn", "I", "I"],
  "xyz": [[-2.9251, -0.6890, -4.7551], [-3.5143, 0.7021, -4.4807], [-1.9970, -0.6054, -5.3327], [-3.6475, -1.2938, -5.3113], [-2.6721, -1.2233, -3.8335], [-2.9182, 1.2879, -3.7729], [-3.5583, 1.2483, -5.4290], [-4.5295, 0.6198, -4.0762], [1.9011, -2.3919, 0.3448], [3.2100, -2.6602, 0.7574], [3.8274, -1.8083, 1.6701], [3.1205, -0.6886, 2.1101], [1.3750, -3.0286, -0.3610], [3.7114, -3.5335, 0.3548], [4.8420, -1.9925, 2.0274], [3.5494, 0.0313, 2.8075], [1.2216, -1.3141, 0.7630], [1.8242, -0.4477, 1.6093], [1.0411, 0.7534, 1.9567], [-0.1559, 0.9018, 1.3162], [-0.9752, 1.9011, 1.6762], [0.6389, 2.7869, 3.2247], [-0.6140, 2.8764, 2.6085], [-1.9711, 1.8845, 1.2304], [-1.3091, 3.6728, 2.8423], [1.4670, 1.7051, 2.9069], [2.4505, 1.5651, 3.3669], [0.9745, 3.5349, 3.9539], [-0.8972, -0.6740, 0.1175], [-0.8297, -1.7438, -2.1500], [-2.6401, -1.3767, 1.8577]],
  "atomic_forces_ev_per_a": [[-0.081, 0.128, 0.179], [0.012, -0.262, -0.182], [-0.179, -0.088, 0.031], [0.168, 0.043, -0.075], [-0.384, 0.250, -0.447], [0.005, -0.145, -0.122], [-0.133, 0.122, 0.225], [0.162, 0.082, -0.066], [0.100, 0.529, 0.337], [-0.298, 0.060, -0.001], [-0.371, 0.219, -0.035], [-0.562, 0.252, -0.294], [0.073, 0.055, 0.098], [-0.004, 0.109, 0.126], [-0.329, 0.019, -0.133], [0.060, -0.402, -0.250], [0.572, 0.206, 0.311], [0.627, -1.041, -0.366], [-1.002, 1.178, 0.108], [0.613, 0.325, 0.708], [0.382, 0.049, 0.213], [0.043, -0.281, -0.243], [0.351, -0.380, -0.068], [0.338, 0.109, 0.023], [0.074, -0.068, 0.010], [-0.172, -0.422, -0.432], [-0.575, 0.266, -0.042], [-0.230, -0.353, -0.354], [0.407, -0.713, 0.505], [0.387, 0.140, 0.306], [-0.052, 0.012, -0.071]],
  "nbo_charge": [-0.613, -0.605, 0.196, 0.195, 0.218, 0.198, 0.197, 0.200, 0.073, -0.239, -0.151, -0.215, 0.237, 0.233, 0.230, 0.219, -0.514, 0.154, 0.188, -0.570, 0.082, -0.140, -0.244, 0.230, 0.237, -0.219, 0.223, 0.232, 1.385, -0.680, -0.736]
}